Formula: C4H7NS
Source: OMol25
Level of theory: wB97M-V/def2-TZVPD

SMILES string: C1SC[C@H]2N[C@H]12
Orbital gap in eV: 9.75
Calculated total energy in eV: -16583.5645

Last column: Mulliken charge in e.
Element x y z (Å)
C1 1.24 0.00 -0.71  -0.712
S1 0.49 -1.46 0.23  -0.144
C2 -1.06 -0.52 0.80  -0.623
C3 -0.99 0.59 -0.22  -0.201
N1 -0.66 2.01 -0.42  -0.574
C4 0.40 1.07 -0.07  0.109
H1 2.27 0.02 -0.46  0.375
H2 1.08 -0.12 -1.77  0.335
H3 -1.91 -1.20 0.69  0.343
H4 -0.97 -0.21 1.87  0.285
H5 -1.22 0.18 -1.19  0.283
H6 -0.81 2.61 0.36  0.282
H7 0.69 1.16 0.99  0.241